The following is a quantum chemistry calculation of a gas-phase ion, C3H7N4OS (charge +1) in a non-equilibrium geometry, from the Open Molecules 2025 dataset.

Geometry (Å):
C (1.837, 0.406, 0.135)
C (0.710, -1.852, -0.014)
C (-2.674, 0.352, -0.122)
N (1.049, 1.172, -0.461)
N (1.658, -0.955, 0.420)
N (-0.612, -1.373, -0.172)
N (3.032, 0.904, 0.591)
O (0.961, -2.998, -0.242)
S (-1.397, -0.377, 0.907)
H (-2.462, 1.419, -0.193)
H (-3.638, 0.216, 0.360)
H (-2.667, -0.092, -1.111)
H (2.515, -1.431, 0.696)
H (-1.172, -2.036, -0.706)
H (3.871, 0.344, 0.506)
H (3.179, 1.890, 0.408)

HOMO energy (alpha / beta) in eV: -12.976 / -12.675
LUMO energy (alpha / beta) in eV: -7.977 / -8.484
Charge: +1
Spin multiplicity: 1

Results of the Mulliken charge analysis, in e, for atoms 1 through 6: 0.62 0.36 -0.73 -0.28 -0.18 -0.19

The following is a quantum chemistry calculation of 10 unconnected molecules or ions with the total composition C66H154N10O13 in a non-equilibrium geometry, from the Open Molecules 2025 dataset.

Geometry (Å):
C (2.545, 8.805, 2.297)
C (2.331, 7.814, 1.174)
C (2.175, 6.323, 1.517)
O (2.157, 5.416, 0.436)
C (1.708, 4.148, 0.708)
N (1.101, 8.136, 0.460)
H (2.327, 9.849, 2.071)
H (3.531, 8.697, 2.750)
H (1.964, 8.483, 3.161)
H (3.144, 7.925, 0.457)
H (1.340, 6.186, 2.204)
H (3.059, 6.003, 2.069)
H (0.793, 4.153, 1.300)
H (2.431, 3.657, 1.359)
H (1.576, 3.557, -0.197)
H (0.360, 8.038, 1.140)
H (0.893, 7.361, -0.154)
C (3.963, 1.290, 3.525)
C (4.619, -0.092, 3.523)
C (5.666, -0.251, 2.372)
O (6.456, -1.468, 2.546)
C (7.246, -1.935, 1.484)
N (5.251, -0.212, 4.852)
H (4.579, 2.182, 3.412)
H (3.385, 1.455, 4.435)
H (3.310, 1.283, 2.652)
H (3.855, -0.869, 3.475)
H (6.350, 0.575, 2.567)
H (5.309, -0.124, 1.350)
H (8.220, -1.456, 1.378)
H (6.657, -1.883, 0.569)
H (7.531, -2.979, 1.610)
H (5.693, -1.121, 4.848)
H (6.033, 0.418, 4.962)
C (0.357, 5.816, -3.478)
C (-0.923, 5.102, -3.792)
C (-0.713, 3.803, -4.702)
O (-0.044, 4.108, -5.913)
C (-0.167, 3.120, -6.943)
N (-1.556, 4.687, -2.590)
H (0.757, 6.175, -4.426)
H (1.154, 5.208, -3.049)
H (0.187, 6.614, -2.756)
H (-1.514, 5.861, -4.305)
H (-1.656, 3.295, -4.908)
H (-0.095, 3.043, -4.224)
H (0.266, 2.194, -6.566)
H (0.414, 3.282, -7.851)
H (-1.213, 2.863, -7.110)
H (-1.341, 5.324, -1.835)
H (-2.544, 4.871, -2.691)
C (0.551, -8.267, -6.294)
O (1.512, -7.638, -5.415)
C (1.102, -7.089, -4.275)
C (2.260, -6.568, -3.451)
N (2.933, -5.423, -4.128)
C (4.201, -5.077, -3.542)
C (4.147, -4.558, -2.037)
O (3.772, -5.596, -1.135)
C (3.326, -5.155, 0.148)
H (-0.214, -8.862, -5.795)
H (0.999, -8.803, -7.131)
H (-0.018, -7.470, -6.771)
H (0.591, -7.767, -3.593)
H (0.432, -6.237, -4.394)
H (2.956, -7.396, -3.319)
H (1.941, -6.250, -2.459)
H (2.991, -5.651, -5.110)
H (4.682, -4.280, -4.109)
H (4.810, -5.980, -3.501)
H (3.429, -3.746, -1.924)
H (5.104, -4.133, -1.734)
H (2.286, -4.873, -0.019)
H (3.875, -4.281, 0.499)
H (3.462, -5.944, 0.887)
C (-2.405, -3.976, 3.382)
O (-3.532, -3.775, 2.495)
C (-4.077, -2.437, 2.406)
C (-4.815, -2.513, 1.028)
N (-5.454, -1.230, 0.786)
C (-6.278, -1.276, -0.394)
C (-6.540, 0.231, -0.781)
O (-5.192, 0.702, -1.082)
C (-5.149, 1.934, -1.774)
H (-2.360, -5.038, 3.620)
H (-2.413, -3.506, 4.365)
H (-1.447, -3.771, 2.903)
H (-3.426, -1.564, 2.379)
H (-4.751, -2.288, 3.250)
H (-5.593, -3.272, 0.954)
H (-4.054, -2.729, 0.278)
H (-4.870, -0.421, 0.628)
H (-7.240, -1.757, -0.216)
H (-5.841, -1.707, -1.295)
H (-6.969, 0.771, 0.064)
H (-7.219, 0.293, -1.631)
H (-5.139, 1.838, -2.860)
H (-4.262, 2.518, -1.531)
H (-6.045, 2.527, -1.591)
C (-3.136, 13.605, 6.353)
O (-2.503, 12.651, 5.534)
C (-2.944, 12.634, 4.160)
C (-2.254, 11.512, 3.479)
N (-2.545, 10.283, 4.322)
C (-1.811, 9.083, 3.972)
C (-2.023, 8.548, 2.538)
O (-1.433, 7.247, 2.456)
C (-1.839, 6.596, 1.262)
H (-3.520, 14.430, 5.752)
H (-2.380, 14.056, 6.996)
H (-4.018, 13.343, 6.937)
H (-2.679, 13.569, 3.666)
H (-4.019, 12.471, 4.089)
H (-1.176, 11.670, 3.486)
H (-2.671, 11.263, 2.503)
H (-2.260, 10.683, 5.204)
H (-1.885, 8.275, 4.699)
H (-0.738, 9.239, 4.082)
H (-1.580, 9.118, 1.722)
H (-3.103, 8.527, 2.389)
H (-2.929, 6.563, 1.246)
H (-1.413, 5.596, 1.336)
H (-1.391, 7.067, 0.387)
C (2.232, -9.151, 1.630)
C (0.691, -9.134, 1.420)
C (-0.035, -8.901, 2.809)
C (-1.526, -8.478, 2.709)
C (-1.627, -7.220, 1.702)
C (-0.817, -7.374, 0.346)
N (0.529, -7.952, 0.584)
O (1.180, -8.119, -0.636)
C (-1.781, -8.096, -0.588)
C (-0.530, -5.928, -0.256)
C (0.258, -10.543, 0.834)
H (2.597, -8.148, 1.851)
H (2.940, -9.652, 0.971)
H (2.417, -9.551, 2.627)
H (-0.086, -9.766, 3.470)
H (0.521, -8.128, 3.340)
H (-1.939, -8.182, 3.673)
H (-2.135, -9.327, 2.397)
H (-1.378, -6.296, 2.222)
H (-2.684, -7.150, 1.445)
H (-2.639, -7.474, -0.845)
H (-1.260, -8.298, -1.524)
H (-2.160, -9.045, -0.209)
H (-1.443, -5.477, -0.645)
H (-0.162, -5.199, 0.466)
H (0.145, -5.940, -1.111)
H (-0.763, -10.471, 0.458)
H (0.154, -11.344, 1.565)
H (0.962, -10.825, 0.051)
H (1.891, -7.478, -0.571)
C (0.124, 0.251, 4.918)
C (-1.246, 0.835, 4.899)
C (-1.949, 0.676, 6.314)
C (-1.501, 1.760, 7.306)
C (-1.744, 3.134, 6.728)
C (-0.978, 3.394, 5.410)
N (-1.297, 2.281, 4.484)
O (-0.705, 2.507, 3.251)
C (-1.529, 4.751, 4.805)
C (0.583, 3.568, 5.669)
C (-2.075, -0.026, 3.845)
H (0.806, 0.559, 4.125)
H (0.190, -0.837, 4.907)
H (0.618, 0.504, 5.856)
H (-3.038, 0.715, 6.282)
H (-1.739, -0.315, 6.715)
H (-0.493, 1.671, 7.709)
H (-2.073, 1.671, 8.230)
H (-1.567, 3.979, 7.394)
H (-2.800, 3.152, 6.458)
H (-1.057, 5.053, 3.870)
H (-2.542, 4.575, 4.442)
H (-1.456, 5.516, 5.578)
H (1.063, 2.704, 6.128)
H (1.179, 3.759, 4.776)
H (0.723, 4.492, 6.231)
H (-2.017, -1.084, 4.098)
H (-1.682, 0.118, 2.838)
H (-3.093, 0.365, 3.852)
H (-1.469, 2.671, 2.694)
C (0.541, -2.052, 1.866)
C (0.421, -1.410, 0.455)
C (-0.694, -2.167, -0.328)
C (-1.357, -1.465, -1.500)
C (-1.650, -0.004, -1.163)
C (-0.542, 0.827, -0.449)
N (0.156, 0.042, 0.594)
O (1.047, 0.731, 1.342)
C (0.364, 1.401, -1.479)
C (-1.380, 1.951, 0.212)
C (1.737, -1.568, -0.366)
H (-0.335, -1.747, 2.438)
H (1.472, -1.721, 2.327)
H (0.564, -3.137, 1.767)
H (-0.323, -3.092, -0.770)
H (-1.428, -2.588, 0.358)
H (-2.327, -1.925, -1.688)
H (-0.637, -1.482, -2.319)
H (-2.673, 0.063, -0.792)
H (-1.697, 0.412, -2.169)
H (-0.101, 2.191, -2.069)
H (1.298, 1.792, -1.076)
H (0.654, 0.670, -2.234)
H (-0.871, 2.820, 0.629)
H (-2.172, 2.429, -0.365)
H (-1.917, 1.566, 1.078)
H (2.525, -0.935, 0.042)
H (1.581, -1.330, -1.418)
H (2.032, -2.610, -0.248)
H (0.663, 0.901, 2.205)
C (-1.006, -2.410, -7.473)
C (0.493, -2.785, -7.595)
C (1.269, -1.913, -8.711)
C (1.591, -0.464, -8.344)
C (2.415, -0.489, -6.987)
C (1.775, -1.316, -5.904)
N (1.235, -2.630, -6.343)
O (0.802, -3.432, -5.244)
C (3.013, -1.664, -5.050)
C (0.710, -0.607, -5.144)
C (0.763, -4.184, -7.976)
H (-1.435, -2.538, -8.467)
H (-1.155, -1.416, -7.052)
H (-1.463, -3.078, -6.743)
H (2.196, -2.388, -9.034)
H (0.594, -1.886, -9.567)
H (0.668, 0.064, -8.106)
H (2.051, 0.029, -9.200)
H (2.455, 0.567, -6.718)
H (3.451, -0.725, -7.231)
H (3.675, -2.399, -5.508)
H (3.579, -0.756, -4.840)
H (2.717, -2.019, -4.063)
H (0.351, -1.227, -4.323)
H (1.005, 0.367, -4.755)
H (-0.168, -0.460, -5.772)
H (0.462, -4.334, -9.013)
H (0.226, -4.838, -7.289)
H (1.772, -4.594, -7.928)
H (1.492, -4.060, -5.018)

HOMO energy (alpha / beta) in eV: 0.552 / -5.844
LUMO energy (alpha / beta) in eV: 1.841 / 1.828
Charge: -1
Spin multiplicity: 2

Results of the Mulliken charge analysis, in e, for atoms 1 through 6: -1.63 0.47 -0.27 -0.42 0.42 -0.78

The following is a quantum chemistry calculation of a molecular structure, H20HeO10 in a non-equilibrium geometry, from the Open Molecules 2025 dataset.

Geometry (Å):
He (-8.929, -18.377, 9.500)
O (-11.797, -18.085, 8.506)
H (-11.458, -18.563, 7.749)
H (-11.502, -18.592, 9.262)
O (-6.047, -16.971, 9.117)
H (-6.319, -16.095, 9.388)
H (-5.259, -16.827, 8.594)
O (-8.398, -18.946, 6.695)
H (-8.909, -18.164, 6.483)
H (-7.864, -19.102, 5.917)
O (-5.106, -18.611, 11.142)
H (-4.553, -17.940, 11.540)
H (-5.553, -18.160, 10.426)
O (-11.021, -18.334, 11.709)
H (-10.221, -18.004, 12.118)
H (-10.793, -19.214, 11.409)
O (-10.436, -15.857, 8.262)
H (-9.516, -16.073, 8.106)
H (-10.893, -16.696, 8.198)
O (-7.709, -15.968, 6.948)
H (-7.049, -15.275, 6.923)
H (-7.279, -16.693, 7.402)
O (-6.748, -21.695, 6.872)
H (-7.199, -21.112, 7.483)
H (-6.369, -22.377, 7.426)
O (-10.364, -20.978, 11.004)
H (-10.905, -21.647, 11.423)
H (-9.731, -21.473, 10.484)
O (-10.520, -20.591, 6.740)
H (-9.641, -20.217, 6.686)
H (-10.547, -21.245, 6.040)

HOMO energy in eV: -9.976
LUMO energy in eV: -0.202
Charge: 0
Spin multiplicity: 1

Results of the Mulliken charge analysis, in e, for atoms 1 through 6: 0.02 -0.67 0.33 0.31 -0.79 0.34

The following is a quantum chemistry calculation of a single C5H6O2 molecule in a non-equilibrium geometry, from the Open Molecules 2025 dataset.

Geometry (Å):
O (0.594, -2.364, -0.522)
C (0.320, -1.211, -0.316)
C (-1.097, -0.645, -0.201)
C (-0.897, 0.750, 0.394)
C (0.532, 1.178, 0.176)
O (0.958, 2.293, 0.325)
C (1.329, -0.072, -0.153)
H (-1.732, -1.299, 0.406)
H (-1.546, -0.637, -1.205)
H (-0.730, 0.672, 1.482)
H (-1.646, 1.509, 0.156)
H (2.113, -0.318, 0.571)
H (1.802, 0.143, -1.114)

SMILES: O=C1CCC(=O)C1
HOMO energy in eV: -9.657
LUMO energy in eV: 0.676
Charge: 0
Spin multiplicity: 1

Results of the Mulliken charge analysis, in e, for atoms 1 through 6: -0.55 0.34 -0.44 -0.48 0.34 -0.57

The following is a quantum chemistry calculation of a single C3H3FN2O molecule in a non-equilibrium geometry, from the Open Molecules 2025 dataset.

Geometry (Å):
N (2.580, -0.282, -0.661)
C (1.610, -0.149, -0.055)
C (0.476, 0.063, 0.822)
F (0.785, 0.819, 1.888)
C (-0.655, 0.769, 0.116)
N (-1.404, 0.283, -0.785)
O (-1.036, -1.082, -1.058)
H (0.025, -0.916, 1.117)
H (-0.675, 1.836, 0.341)
H (-1.706, -1.341, -1.726)

SMILES: N#C[C@@H](F)/C=N\O
HOMO energy in eV: -11.052
LUMO energy in eV: 0.673
Charge: 0
Spin multiplicity: 1

Results of the Mulliken charge analysis, in e, for atoms 1 through 6: -0.37 0.18 0.43 -0.27 -0.13 -0.39

The following is a quantum chemistry calculation of a single C6H11N molecule in a non-equilibrium geometry, from the Open Molecules 2025 dataset.

Geometry (Å):
C (1.536, 1.658, 1.025)
C (0.445, 1.822, 0.203)
C (0.090, 1.076, -1.027)
C (-0.308, -0.329, -0.542)
C (0.864, -1.341, -0.337)
C (-1.508, -0.708, -0.133)
N (-2.231, -1.813, 0.458)
H (1.585, 2.426, 1.822)
H (2.297, 0.879, 1.002)
H (-0.119, 2.746, 0.342)
H (-0.390, 1.445, -1.806)
H (0.927, 1.007, -1.704)
H (1.066, -1.783, -1.399)
H (1.768, -0.947, -0.004)
H (0.416, -2.086, 0.486)
H (-2.316, -0.049, -0.576)
H (-1.530, -2.467, 0.881)
H (-2.592, -1.537, 1.307)

SMILES: C=CC/C(C)=C/N
HOMO energy in eV: -8.462
LUMO energy in eV: 1.003
Charge: 0
Spin multiplicity: 1

Results of the Mulliken charge analysis, in e, for atoms 1 through 6: -0.68 -0.14 -1.12 0.37 -1.06 -0.10

The following is a quantum chemistry calculation of a molecular structure, As4F24Rb in a non-equilibrium geometry, from the Open Molecules 2025 dataset.

Geometry (Å):
Rb (0.178, -0.304, 1.026)
As (-1.770, -2.889, -2.067)
F (-1.913, -3.645, -3.697)
F (-3.476, -3.123, -1.759)
F (-1.478, -2.150, -0.451)
F (-0.018, -2.549, -2.437)
F (-2.320, -1.240, -2.679)
F (-1.363, -4.507, -1.453)
As (-1.308, 0.503, 4.752)
F (-1.635, 0.451, 2.994)
F (-0.628, 2.153, 4.496)
F (-0.945, 0.629, 6.518)
F (-1.947, -1.146, 5.063)
F (0.327, -0.176, 4.345)
F (-2.932, 1.218, 5.117)
As (3.753, -0.546, -1.477)
F (4.418, -1.121, 0.084)
F (5.367, -0.679, -2.300)
F (3.052, -0.094, -3.102)
F (2.070, -0.390, -0.799)
F (3.976, 1.190, -1.054)
F (3.309, -2.297, -1.863)
As (-0.692, 2.991, -1.360)
F (-1.670, 3.270, 0.082)
F (-0.889, 1.191, -1.017)
F (0.197, 2.595, -2.808)
F (-0.321, 4.728, -1.536)
F (0.783, 2.885, -0.302)
F (-2.126, 3.052, -2.317)

HOMO energy (alpha / beta) in eV: -7.658 / -7.657
LUMO energy (alpha / beta) in eV: 3.861 / -4.732
Charge: -2
Spin multiplicity: 2

Results of the Mulliken charge analysis, in e, for atoms 1 through 6: 0.95 2.05 -0.49 -0.44 -0.48 -0.42

The following is a quantum chemistry calculation of a single C20H17F6N3O2 molecule in a non-equilibrium geometry, from the Open Molecules 2025 dataset.

Geometry (Å):
C (4.571, -0.516, -3.117)
C (5.338, -1.667, -2.482)
O (5.414, -1.571, -1.058)
C (4.248, -1.752, -0.394)
C (3.270, -0.857, 0.050)
C (3.073, 0.534, -0.004)
C (1.953, 1.044, 0.583)
C (0.999, 0.216, 1.230)
C (-0.167, 0.909, 1.842)
O (-0.132, 2.070, 2.207)
N (-1.287, 0.151, 1.978)
C (-2.497, 0.706, 2.546)
C (-3.331, 1.372, 1.477)
C (-3.037, 2.688, 1.133)
C (-3.727, 3.338, 0.129)
C (-4.739, 2.670, -0.548)
C (-5.495, 3.344, -1.660)
F (-5.413, 4.679, -1.613)
F (-6.800, 3.037, -1.653)
F (-5.031, 2.979, -2.871)
C (-5.045, 1.354, -0.236)
C (-4.338, 0.709, 0.769)
C (-4.678, -0.724, 1.085)
F (-5.586, -1.244, 0.255)
F (-5.171, -0.877, 2.328)
F (-3.600, -1.533, 1.014)
C (1.178, -1.144, 1.318)
C (2.324, -1.694, 0.726)
N (2.712, -2.974, 0.687)
N (3.855, -2.981, 0.015)
C (4.565, -4.212, -0.192)
H (3.534, -0.519, -2.789)
H (5.023, 0.432, -2.839)
H (4.597, -0.616, -4.199)
H (4.884, -2.626, -2.767)
H (6.381, -1.659, -2.805)
H (3.797, 1.170, -0.489)
H (1.760, 2.105, 0.580)
H (-1.342, -0.752, 1.537)
H (-3.043, -0.082, 3.065)
H (-2.185, 1.465, 3.269)
H (-2.239, 3.191, 1.658)
H (-3.489, 4.359, -0.127)
H (-5.828, 0.839, -0.771)
H (0.500, -1.794, 1.849)
H (5.612, -3.986, -0.391)
H (4.474, -4.821, 0.705)
H (4.139, -4.763, -1.033)

SMILES: CCOc1c2ccc(C(=O)NCc3ccc(C(F)(F)F)cc3C(F)(F)F)cc2nn1C
HOMO energy in eV: -8.141
LUMO energy in eV: 0.294
Charge: 0
Spin multiplicity: 1

Results of the Mulliken charge analysis, in e, for atoms 1 through 6: -1.11 -0.20 -0.50 -0.58 1.30 -0.61

The following is a quantum chemistry calculation of 2 unconnected molecules or ions with the total composition C3H5IS in a non-equilibrium geometry, from the Open Molecules 2025 dataset.

Geometry (Å):
S (-3.127, 1.884, -0.885)
C (-1.551, 1.435, -1.089)
I (-0.156, 2.454, -2.273)
H (-1.263, 0.532, -0.471)
C (0.552, -1.521, 0.673)
C (1.446, -0.545, 0.983)
H (-0.322, -1.710, 1.251)
H (0.660, -1.838, -0.419)
H (2.296, -0.461, 0.266)
H (1.464, -0.231, 1.963)

SMILES: S=CI.C=C
HOMO energy in eV: -9.011
LUMO energy in eV: -0.801
Charge: 0
Spin multiplicity: 1

Results of the Mulliken charge analysis, in e, for atoms 1 through 6: -0.15 -0.33 0.14 0.33 -0.63 -0.47

| no. | electronic energy (Ha) |
| --- | --- |
| 1 | -810.56333 |
| 2 | -4132.20484 |
| 3 | -767.27779 |
| 4 | -344.59355 |
| 5 | -400.64121 |
| 6 | -289.84349 |
| 7 | -11364.45995 |
| 8 | -1686.33403 |
| 9 | -813.09351 |